13
Properties=species:S:1:pos:R:3 method="wB97M-V/def2-TZVPD" charge=0 homo_energy_ev=-9.146 energy_ha=-228.49927 e_above_lowest_kcal_mol=93.7 smiles="C=NC.C=N" orbital_gap_ev=9.94 lumo_ev=0.8
C -1.7308 -0.1852 -2.0810
N -0.4779 -0.4394 -1.9875
C 0.4991 0.5900 -1.5792
H -2.6750 -0.7141 -1.7378
H -1.9709 0.9427 -2.2722
H 0.0174 1.5509 -1.3838
H 1.3183 0.6662 -2.3625
H 0.9338 0.2067 -0.6256
C 0.9611 -0.6253 2.4436
N 0.7842 0.4723 3.1180
H 1.8384 -1.1036 2.6989
H 0.1832 -1.2440 2.0317
H -0.1649 0.7872 3.0376

13
Properties=species:S:1:pos:R:3 method="wB97M-V/def2-TZVPD" charge=0 homo_energy_ev=-8.247 energy_ha=-228.45753 e_above_lowest_kcal_mol=119.9 orbital_gap_ev=9.11 lumo_ev=0.9
C 0.5072 -0.0567 0.7354
C -0.6277 -1.0322 0.6091
C -0.7787 0.4610 0.2080
H 2.2801 0.7312 -0.0140
H 2.0809 -0.9945 -0.0621
H 0.6088 0.4266 1.7958
H -1.0498 -1.5095 1.5573
H -0.5991 -1.7004 -0.2316
H -1.4417 1.1143 0.8284
H -1.9584 1.2235 -1.3886
H 0.2088 1.1715 -1.7838
N 1.5908 -0.0685 -0.2385
N -0.8386 0.5406 -1.1924